Record 1
C34H34FN2O5 | the ωB97M-V functional and the def2-TZVPD basis

```
76
Properties=species:S:1:pos:R:3:forces:R:3:mulliken_charge:R:1
C 2.88189 5.84441 0.23178 0.3 -0.1 0.0 -1.7027
C 1.54306 5.10401 0.28380 0.1 -0.1 0.0 2.0813
C 0.67190 5.73355 1.37693 0.0 0.0 0.1 -2.0478
C 0.84993 5.27636 -1.07330 0.0 -0.3 -0.2 -1.6563
C 1.79210 3.59810 0.54103 -0.8 0.1 0.9 -0.4745
C 1.19991 2.93071 1.57303 0.1 1.2 -0.4 -0.6223
C 1.37681 1.52651 1.80040 -1.2 -1.2 2.3 -0.0463
C 0.75730 0.90987 2.90526 1.3 2.5 -2.0 -0.9804
C 0.96777 -0.44358 3.29868 0.0 -2.8 0.3 0.5934
C 0.80537 -1.50496 2.34889 0.1 0.7 0.7 -0.4970
C 1.07596 -2.80245 2.75221 -0.2 -0.9 -0.3 0.4594
F 0.87444 -3.83447 1.84774 0.3 1.2 0.9 -0.3406
C 1.49485 -3.14293 4.03984 -0.1 0.9 0.0 -0.6905
C 1.61421 -2.09646 4.97624 0.0 -0.4 -0.1 -0.4114
C 1.33010 -0.77943 4.63687 -0.2 0.5 -1.0 -0.8275
C 2.26999 0.81595 0.94208 1.1 -0.1 -1.1 -0.4126
C 2.89751 1.40282 -0.11962 -0.4 -1.1 0.7 -0.8012
C 3.79174 0.56914 -1.06155 -0.1 0.1 0.2 2.1251
C 3.15772 0.57516 -2.45772 -0.2 0.2 0.0 -1.6691
C 3.92625 -0.87618 -0.56232 0.0 -0.1 0.1 -2.0087
C 5.17655 1.21731 -1.13660 0.0 0.2 0.1 -1.7652
C 2.64605 2.83235 -0.39393 0.5 0.8 -1.8 1.8415
O 3.11993 3.38311 -1.41646 -0.6 -0.8 1.6 -0.7947
H 3.49407 5.40937 -0.56459 0.0 0.2 0.2 0.3621
H 2.72786 6.91021 0.02025 0.0 -0.2 0.1 0.4436
H 3.40643 5.73800 1.18856 0.0 0.1 -0.1 0.3469
H -0.31419 5.25340 1.42610 0.2 0.1 0.0 0.3879
H 1.15840 5.65429 2.35846 -0.1 0.0 -0.1 0.4125
H 0.51075 6.80219 1.16997 0.1 -0.3 0.0 0.3859
H -0.11256 4.75055 -1.07748 0.1 0.1 -0.1 0.3394
H 0.68163 6.33906 -1.29090 0.0 -0.2 0.1 0.4404
H 1.49361 4.85027 -1.85057 -0.3 0.2 0.1 0.3713
H 0.58334 3.47103 2.30195 0.2 -0.2 -0.4 0.4405
H 0.21187 1.56545 3.58079 0.0 -0.1 -0.1 0.5181
H 0.43268 -1.28483 1.34153 0.2 -0.2 0.5 0.7663
H 1.68759 -4.17943 4.30955 -0.1 0.3 -0.1 0.4481
H 1.93058 -2.32346 5.99957 -0.1 0.0 -0.4 0.3527
H 1.42187 0.04276 5.36281 0.0 -0.6 -0.3 0.4348
H 2.49073 -0.22674 1.17925 -0.2 0.5 -0.1 0.7390
H 3.09319 1.61452 -2.79983 0.0 -0.4 -0.1 0.3659
H 3.76337 -0.00607 -3.16435 -0.1 0.1 0.2 0.4451
H 2.14571 0.15142 -2.41036 0.2 0.0 -0.1 0.3327
H 4.40818 -0.90460 0.42630 -0.1 -0.1 -0.2 0.3867
H 2.94475 -1.36817 -0.49294 0.3 0.1 0.0 0.3861
H 4.54118 -1.47888 -1.24487 -0.1 0.3 0.1 0.3981
H 5.62485 1.24782 -0.13543 0.1 0.0 -0.2 0.3455
H 5.83522 0.65919 -1.81383 -0.1 0.1 0.1 0.4442
H 5.05751 2.24103 -1.50822 0.3 -0.3 0.1 0.3629
C -2.36789 -2.38008 -0.80533 -0.5 -0.4 -0.5 -1.2685
C -3.08338 -3.44618 -0.18499 0.1 0.2 0.1 0.8340
C -2.47231 -4.29431 0.80600 -0.5 0.0 -0.2 -0.7688
C -3.20183 -5.24488 1.48393 -0.3 0.2 -0.1 -0.3458
C -4.58129 -5.40610 1.21595 0.3 0.5 0.1 -0.1791
N -5.35968 -6.23401 2.06879 -0.6 -0.8 0.7 0.9001
O -6.60076 -6.28663 1.89627 1.6 -0.1 0.3 -0.6494
O -4.77449 -6.86638 2.98206 -0.9 0.7 -1.1 -0.6551
C -5.21493 -4.59501 0.25348 0.1 -0.1 0.1 -0.5537
C -4.48776 -3.64740 -0.42728 0.2 -0.4 0.0 -0.5196
C -2.77412 -1.76524 -2.02933 0.0 0.1 0.5 1.0250
C -3.59459 -2.42060 -3.01866 0.1 0.4 -0.1 -0.6407
C -4.07811 -1.74094 -4.11470 0.1 0.2 0.1 -0.3727
C -3.77910 -0.37408 -4.28367 0.2 -0.1 0.5 -0.1621
N -4.43587 0.36249 -5.30486 -0.6 0.5 -1.0 0.9090
O -4.22949 1.59387 -5.39516 -0.3 -1.5 0.0 -0.6497
O -5.21814 -0.25018 -6.07353 1.0 1.0 0.9 -0.6519
C -2.90074 0.27750 -3.38563 -0.1 -0.4 -0.1 -0.4684
C -2.38636 -0.41018 -2.30774 -0.2 -0.2 -0.5 -0.7893
H -1.49624 -1.97811 -0.28550 -0.2 -0.1 -0.2 0.1793
H -1.40893 -4.18970 1.00158 -0.1 0.0 0.0 0.4446
H -2.76088 -5.85736 2.26281 0.0 0.1 -0.2 0.4529
H -6.28871 -4.70685 0.10217 0.3 0.1 0.0 0.4167
H -4.99888 -3.02136 -1.15304 0.1 -0.1 0.3 0.5558
H -3.85404 -3.47142 -2.90915 0.2 0.2 0.0 0.5997
H -4.71026 -2.22459 -4.85958 0.2 0.1 0.3 0.4326
H -2.66365 1.31906 -3.56710 0.0 -0.1 0.1 0.4639
H -1.71751 0.09139 -1.61280 -0.1 0.0 -0.1 0.4528
```
Positions in Å, forces in eV/Å.

Highest occupied orbital energy = -3.45 eV
Energy relative to the best compared isomer or geometry (same formula, charge and spin) = 13.97 kJ/mol
Net charge = -1
Calculated total energy = -51740.689 eV
Maximum force = 3.5 eV Å⁻¹
Spin multiplicity = 1
Orbital gap = 3.68 eV



Record 2
C34H34N4O4 | the ωB97M-V functional and the def2-TZVPD basis

```
76
Properties=species:S:1:pos:R:3:forces:R:3:mulliken_charge:R:1
C -0.31157 -0.06676 -4.92521 0.1 0.1 -0.1 -1.0756
N -0.94513 -0.97640 -3.98511 -0.5 -0.7 0.1 0.0458
C -1.13479 -0.50291 -2.68966 0.4 1.5 0.2 -0.2767
O -0.74775 0.63738 -2.43275 -0.6 -1.6 -0.2 -0.5941
C -1.83969 -1.38361 -1.66037 -1.1 0.5 -1.1 0.7821
C -0.98608 -1.81321 -0.47199 1.1 -0.9 1.3 0.3017
C -0.15868 -0.71444 0.17543 0.8 0.0 -0.2 -0.8134
C 0.94058 -0.16052 -0.39026 -0.9 -0.4 0.5 -1.2346
N 1.65490 0.87218 0.13755 0.3 0.2 0.4 0.7336
C 2.83379 1.41100 -0.52291 -0.6 0.4 0.0 0.0902
C 3.87589 0.35339 -0.86397 0.4 0.2 0.0 -1.5829
C 4.34731 -0.35563 0.38050 0.3 -0.3 -0.1 0.3741
C 5.38014 0.19492 1.14633 0.0 0.0 0.1 -0.1960
C 5.79085 -0.41876 2.32822 -0.2 -0.1 0.0 -0.7337
C 5.16699 -1.59679 2.75297 0.0 0.0 -0.1 -0.4377
C 4.16249 -2.17397 1.97040 0.0 0.1 0.0 -0.7797
C 3.76463 -1.55956 0.78065 0.1 0.1 0.2 0.0833
C 3.36074 2.41481 0.49325 0.4 0.6 0.6 0.1431
O 4.33763 3.15560 0.36783 -1.1 -0.9 0.0 -0.7098
N 2.55858 2.33347 1.60126 0.7 0.2 -0.6 0.4985
C 2.82110 3.12028 2.78504 -0.1 0.0 0.3 -1.0863
C 1.44609 1.39390 1.49395 0.8 -0.3 -0.4 -0.3447
C 0.11881 2.05341 1.71582 -0.4 0.8 -0.2 -1.0574
C -0.38387 2.95518 0.85512 0.8 -0.6 0.5 0.0157
C -1.66969 3.61188 1.01541 -1.1 0.6 0.2 0.8029
C -2.00087 4.72335 0.20612 0.2 -0.6 0.4 -0.4539
C -3.22482 5.36501 0.34730 -0.3 -0.1 0.3 -0.5529
C -4.15112 4.91059 1.29841 0.4 -0.1 -0.1 -0.3989
C -3.83736 3.81069 2.10622 0.2 0.1 -0.1 -0.7053
C -2.60858 3.16456 1.97422 0.1 0.4 -0.5 -0.2909
C -1.84123 -2.50429 0.62476 0.5 0.2 -0.4 0.0174
C -1.76791 -3.88364 0.82516 -0.2 0.0 0.0 -0.1092
C -2.63076 -4.51748 1.72080 0.0 0.4 0.1 -0.6558
C -3.54299 -3.74888 2.46026 0.2 0.1 -0.2 -0.5092
C -3.54229 -2.35396 2.34130 0.3 0.0 -0.1 -0.8492
C -2.66539 -1.73362 1.43975 -0.3 -0.2 0.1 -0.3782
C -2.53869 -2.58723 -2.29688 -1.2 -0.9 0.7 0.0727
O -3.33396 -3.30153 -1.68666 1.2 1.2 -0.6 -0.6202
N -2.30375 -2.89567 -3.62921 0.6 0.8 -0.3 0.0174
C -3.05895 -4.00676 -4.17882 -0.1 -0.2 -0.1 -1.1149
C -1.58182 -2.10436 -4.53733 0.2 -0.3 -0.5 0.8349
O -1.50031 -2.38658 -5.73118 -0.1 0.5 1.8 -0.6532
H -0.30115 -0.58636 -5.87820 0.1 0.2 0.0 0.4038
H -0.89458 0.85648 -4.98574 0.2 -0.1 0.0 0.3206
H 0.69966 0.16111 -4.58361 -0.1 0.0 -0.1 0.2602
H -2.64998 -0.74755 -1.26837 0.2 -0.1 -0.1 0.3732
H -0.29416 -2.58171 -0.86755 -0.2 0.1 0.2 0.8745
H -0.41111 -0.44572 1.20230 -0.1 0.1 -0.4 0.6997
H 1.33603 -0.51555 -1.34597 -0.3 0.2 0.2 0.3211
H 2.52146 1.97834 -1.41776 0.3 -0.2 0.1 0.3513
H 3.45357 -0.35055 -1.58632 0.1 0.1 0.0 0.5652
H 4.71484 0.88314 -1.33319 -0.1 -0.2 0.0 0.6580
H 5.85153 1.12148 0.81192 -0.1 -0.3 0.1 0.4101
H 6.59064 0.03317 2.91879 -0.2 -0.2 -0.2 0.3872
H 5.47508 -2.06961 3.68763 -0.1 0.1 -0.3 0.3801
H 3.68076 -3.10334 2.28091 0.2 0.3 -0.1 0.3886
H 2.99078 -2.01108 0.15665 0.2 0.1 0.2 0.3440
H 3.67852 3.77406 2.59329 -0.2 -0.2 -0.1 0.3758
H 1.94939 3.73468 3.04143 0.1 -0.1 0.0 0.2972
H 3.05675 2.46795 3.63801 0.0 0.1 -0.2 0.3551
H 1.57199 0.58937 2.24485 0.0 0.1 -0.2 0.3909
H -0.35725 1.82821 2.67602 0.0 0.0 -0.5 0.3923
H 0.21871 3.26240 -0.00984 -0.3 -0.3 0.2 0.1548
H -1.26281 5.06252 -0.52438 -0.3 0.0 0.2 0.3692
H -3.46147 6.22194 -0.28334 0.0 -0.2 0.2 0.3733
H -5.11063 5.41442 1.40831 0.2 -0.1 0.0 0.3643
H -4.55379 3.45156 2.84491 0.1 0.1 -0.2 0.3708
H -2.36077 2.30397 2.59852 -0.2 0.3 -0.2 0.1709
H -1.03025 -4.45821 0.25935 -0.3 0.1 0.1 0.3640
H -2.58125 -5.60346 1.84935 -0.1 0.4 0.0 0.3815
H -4.24508 -4.23719 3.13520 0.2 0.1 -0.1 0.3705
H -4.20854 -1.73610 2.95545 0.3 -0.3 -0.3 0.3808
H -2.60750 -0.64203 1.37055 -0.3 -0.4 0.0 0.5327
H -2.74974 -4.09245 -5.21585 -0.2 -0.2 0.1 0.3938
H -2.83450 -4.91285 -3.61338 -0.1 0.1 -0.1 0.3064
H -4.12761 -3.78605 -4.10162 0.2 -0.2 0.0 0.3193
```
Positions in Å, forces in eV/Å.

Highest occupied orbital energy = -7.82 eV
Energy relative to the best compared isomer or geometry (same formula, charge and spin) = 0.00 kJ/mol
Calculated total energy = -49961.298 eV
Maximum force = 1.9 eV Å⁻¹
Spin multiplicity = 1
Orbital gap = 8.11 eV



Q: Among the records above, which one has the highest maximum force?
A: C34H34FN2O5